# C33H24N7O7ReS2

A molecular structure, C33H24N7O7ReS2 at a distorted geometry (ωB97M-V/def2-TZVPD, the Open Molecules 2025 dataset).

```
! RIJCOSX wB97M-V def2-TZVPD def2/J DEFGRID3
* xyz 1 4
Re 0.484 -0.351 -0.596
C -1.668 2.130 -3.541
C -0.532 1.574 -2.736
N -0.760 0.536 -1.991
N -2.115 0.196 -1.772
C -2.477 -0.926 -2.324
S -1.549 -1.879 -3.394
S -4.096 -1.529 -2.059
C -4.776 -0.415 -0.789
C -4.502 -0.853 0.627
C -4.960 -2.083 1.097
C -4.623 -2.524 2.366
C -3.826 -1.736 3.191
C -3.397 -0.497 2.747
C -3.733 -0.062 1.468
C 0.789 2.209 -2.795
C 0.916 3.485 -3.377
C 2.139 4.094 -3.530
C 3.291 3.417 -3.129
C 3.195 2.175 -2.542
C 1.951 1.580 -2.333
O 1.934 0.397 -1.687
H -2.368 1.346 -3.806
H -1.301 2.596 -4.452
H -2.215 2.880 -2.962
H -5.842 -0.416 -1.015
H -4.366 0.574 -0.988
H -5.580 -2.702 0.456
H -4.973 -3.489 2.711
H -3.532 -2.097 4.169
H -2.784 0.126 3.388
H -3.397 0.913 1.121
H 0.030 4.014 -3.702
H 2.204 5.082 -3.967
H 4.265 3.874 -3.269
H 4.071 1.634 -2.203
O -0.715 -6.001 0.523
C 0.096 -5.898 -0.516
O 0.598 -6.842 -1.061
C 0.404 -4.521 -1.017
C 1.185 -4.285 -2.132
N 1.300 -2.955 -2.278
N 0.618 -2.315 -1.326
C 0.071 -3.248 -0.550
C -0.751 -2.711 0.578
O -1.321 -3.449 1.346
O -0.759 -1.397 0.629
H -1.021 -5.128 0.860
H 1.644 -4.991 -2.808
H 1.754 -2.435 -3.013
O 2.159 4.647 4.220
N 2.942 3.720 4.200
O 3.947 3.651 4.864
C 2.643 2.572 3.287
C 3.504 1.546 3.352
C 3.332 0.384 2.532
C 4.184 -0.736 2.600
C 3.933 -1.816 1.800
C 2.846 -1.774 0.923
N 2.041 -0.725 0.832
C 2.280 0.355 1.631
C 1.381 1.475 1.539
N 0.396 1.381 0.593
C -0.540 2.316 0.532
C -0.516 3.422 1.378
C 0.506 3.575 2.276
C 1.508 2.578 2.382
H 4.335 1.597 4.043
H 5.023 -0.727 3.287
H 4.552 -2.703 1.831
H 2.622 -2.618 0.282
H -1.319 2.181 -0.210
H -1.302 4.160 1.305
H 0.545 4.444 2.907
*
```

Computed properties:
E_LUMO (spin up / spin down) (eV): -4.78 / -5.08
Relative energy (zero: lowest compared OMol25 entry of this formula, charge and spin) (kJ/mol): 109.51
Frontier orbital gap (spin up / spin down) (eV): 5.29 / 4.94
HOMO level (spin up / spin down) (eV): -10.07 / -10.02
⟨S²⟩: 3.772

These are the Mulliken partial charges, in e, on atoms 1 to 4: atom 1 (Re): 1.41, atom 2 (C): -2.01, atom 3 (C): 1.14, atom 4 (N): 0.22